93
Properties=species:S:1:pos:R:3:forces:R:3 method="wB97M-V/def2-TZVPD" total_charge=-2 e_homo_ev=-1.985 molar_mass_g_mol=1238.37 e_lumo_ha=0.1289 de_lowest_kcal_mol=21.0
Tl -0.25848 0.33771 -0.12531 -0.02 0.10 -0.15
C -2.46273 3.97094 -2.70225 0.00 -0.06 0.00
C -1.66333 2.94848 -1.88838 0.00 0.05 -0.07
N -1.69930 1.57383 -2.38143 0.03 -0.04 0.00
C -1.23146 1.39077 -3.74178 0.05 -0.04 0.06
C 0.24060 1.74347 -3.90224 -0.06 0.03 0.01
C -2.96614 0.90680 -2.12513 -0.02 -0.05 0.06
C -2.95780 -0.62003 -2.35311 0.04 0.03 0.04
N -1.67910 -1.20481 -2.02302 0.14 0.13 0.03
C -1.43899 -2.47038 -2.29501 -0.08 -0.04 -0.07
C -0.10513 -2.97064 -2.12391 0.02 0.00 0.03
F 0.84902 -2.08767 -1.74153 -0.01 -0.02 0.07
C 0.26268 -4.26726 -2.34823 -0.02 0.02 -0.05
F 1.55715 -4.62038 -2.15076 0.00 0.00 0.00
C -0.63048 -5.23296 -2.79988 0.01 -0.03 0.00
C -1.92133 -4.78455 -3.01017 0.04 0.01 -0.03
F -2.84912 -5.66553 -3.46694 -0.01 -0.01 0.02
C -2.32116 -3.48879 -2.78227 0.00 0.03 0.00
F -3.63246 -3.19810 -3.02376 -0.01 -0.03 0.03
H -2.55013 4.90040 -2.13776 0.02 0.01 -0.01
H -1.98077 4.19845 -3.65666 -0.02 -0.01 -0.01
H -3.47171 3.60902 -2.91107 -0.01 0.03 0.02
H -0.62150 3.27184 -1.83453 0.01 0.01 0.05
H -2.01966 2.94335 -0.85705 0.01 -0.03 0.01
H -1.35184 0.33308 -3.97543 -0.01 0.01 -0.02
H -1.84003 1.96406 -4.46515 -0.01 -0.03 -0.02
H 0.82820 1.20875 -3.15325 0.02 -0.01 -0.02
H 0.59247 1.44779 -4.89281 0.01 0.01 0.00
H 0.42459 2.81403 -3.78796 0.01 0.00 0.01
H -3.23342 1.11310 -1.08436 0.05 0.02 0.00
H -3.77293 1.32345 -2.75491 -0.07 0.00 0.09
H -3.76695 -1.01868 -1.72625 -0.08 0.01 -0.10
H -3.25126 -0.82649 -3.39232 0.06 0.01 -0.01
H -0.33831 -6.25681 -2.96958 0.00 0.00 0.00
C 4.84391 -3.25817 4.36976 0.03 0.03 -0.01
C 5.19937 -3.22704 2.87752 -0.07 0.00 -0.02
C 5.20182 -4.65650 2.31662 0.03 0.02 0.03
C 6.60185 -2.64304 2.71124 -0.02 -0.01 0.02
C 4.14037 -2.41223 2.13892 0.04 -0.02 -0.03
C 2.82031 -2.84282 2.12521 -0.02 0.01 0.03
C 1.87560 -2.09555 1.44692 -0.03 0.03 0.00
N 2.15491 -0.96965 0.80463 0.11 -0.02 -0.11
C 3.41281 -0.53902 0.80211 -0.01 -0.05 0.08
C 4.42623 -1.23525 1.46020 -0.02 0.02 0.01
C 3.68994 0.72292 0.04500 0.01 -0.04 -0.07
C 4.97611 1.26080 -0.02996 0.00 -0.01 0.05
C 5.20910 2.41972 -0.75070 0.01 0.02 0.00
C 4.10858 3.00845 -1.36607 0.01 0.00 -0.05
C 2.86899 2.41085 -1.24391 -0.01 0.00 0.10
N 2.65942 1.28545 -0.57311 -0.10 -0.04 -0.02
C 6.59023 3.05802 -0.87415 -0.01 0.01 0.04
C 6.54775 4.45255 -0.23446 0.01 -0.02 0.00
C 7.67277 2.23597 -0.17386 -0.02 0.01 -0.01
C 6.96078 3.18028 -2.35795 0.02 0.00 0.00
H 5.56646 -3.87002 4.91726 -0.01 -0.01 0.00
H 3.84661 -3.66686 4.53316 0.00 -0.01 0.01
H 4.85676 -2.24978 4.78745 0.00 0.00 0.01
H 5.98995 -5.24575 2.79342 -0.01 -0.01 0.01
H 5.38018 -4.64511 1.23971 0.01 -0.02 0.00
H 4.24922 -5.15492 2.49430 0.00 0.00 -0.01
H 7.31729 -3.25551 3.26492 0.00 0.00 0.00
H 6.66283 -1.62508 3.10030 0.01 0.00 0.00
H 6.90619 -2.63433 1.66236 0.01 0.02 0.00
H 2.49579 -3.72368 2.66237 0.02 -0.02 -0.05
H 0.83904 -2.41603 1.43031 0.00 0.02 0.01
H 5.43321 -0.84974 1.45301 0.00 -0.04 -0.02
H 5.78965 0.76842 0.47819 0.00 0.03 -0.01
H 4.20308 3.92117 -1.94041 -0.02 0.02 0.02
H 1.99455 2.86116 -1.69467 -0.06 0.04 -0.02
H 6.30531 4.37728 0.82664 -0.01 0.01 0.00
H 5.78893 5.07993 -0.70222 0.01 0.01 0.00
H 7.51737 4.94764 -0.33860 0.00 -0.01 0.00
H 7.47549 2.14536 0.89555 0.01 0.00 0.00
H 8.64002 2.72881 -0.29629 0.00 0.00 0.00
H 7.74908 1.23261 -0.59802 0.01 0.00 0.01
H 6.26502 3.82702 -2.89291 -0.01 -0.01 0.00
H 6.94774 2.20025 -2.83896 0.00 0.00 -0.01
H 7.96422 3.60212 -2.46205 -0.01 0.01 0.00
I -1.35413 -0.71894 3.16148 0.26 -1.45 0.64
I -0.01798 -2.79547 4.66062 -0.16 0.36 -0.15
O 0.31762 4.20017 2.92037 0.03 0.09 0.09
Cl 0.77233 3.12583 2.08550 -0.16 -0.17 -0.01
O 0.46674 3.42273 0.69951 0.08 -0.03 -0.18
O 2.19932 2.95083 2.23548 0.09 -0.02 -0.02
O 0.09713 1.88889 2.45650 0.32 0.36 -0.12
F -5.27065 0.93915 3.26024 0.00 -0.08 0.04
C -4.80180 1.85960 2.41061 0.09 0.12 -0.11
F -5.27198 1.56315 1.18981 -0.02 -0.02 -0.05
F -5.33125 3.04327 2.76378 -0.05 0.02 0.05
S -2.95401 1.96000 2.43172 -1.15 -0.21 -0.42
O -2.67857 2.08523 3.82721 0.28 0.17 0.05
O -2.69597 3.02261 1.50995 0.21 0.07 0.05
O -2.65899 0.60026 1.85560 0.20 0.69 0.19